{
  "formula": "C21H26BN6PdSi",
  "method": "wB97M-V/def2-TZVPD",
  "homo_energy_ev": [-3.034, -4.640],
  "spin_multiplicity": 3,
  "gap_ev": [6.04, 7.44],
  "relative_energy_kcal_mol": 38.2,
  "s2": 2.008,
  "total_energy_ha": -1586.57438,
  "lumo_energy_ha": [0.1106, 0.1028],
  "charge": -1,
  "elements": ["Pd", "C", "C", "N", "N", "C", "B", "N", "C", "C", "C", "N", "N", "C", "C", "C", "N", "H", "H", "H", "H", "H", "H", "H", "H", "H", "H", "C", "C", "C", "C", "C", "C", "C", "C", "H", "H", "H", "H", "H", "C", "Si", "C", "C", "C", "H", "H", "H", "H", "H", "H", "H", "H", "H", "H", "H"],
  "xyz": [[0.84941, 0.06874, 0.12573], [3.20351, -0.55016, 2.86983], [3.56411, -0.27336, 1.54983], [2.83121, 0.72294, 1.06463], [1.98881, 1.10114, 2.04343], [2.20101, 0.35844, 3.14553], [1.25341, 2.45984, 1.99153], [-0.25919, 2.23534, 2.11493], [-1.12639, 2.71974, 3.01833], [-2.39149, 2.31624, 2.65173], [-2.19159, 1.57544, 1.48273], [-0.90639, 1.54614, 1.17463], [1.46021, 3.04274, 0.59073], [1.72371, 4.30824, 0.23743], [1.65121, 4.39294, -1.13707], [1.32321, 3.09704, -1.54267], [1.21241, 2.30504, -0.48907], [3.60501, -1.30736, 3.51723], [4.33941, -0.72706, 0.95713], [1.62661, 0.51334, 4.03873], [1.64991, 3.19834, 2.84393], [-0.79089, 3.30134, 3.85613], [-3.31699, 2.52554, 3.15273], [-2.92129, 1.08024, 0.87023], [1.94661, 5.05664, 0.97293], [1.80731, 5.26094, -1.74787], [1.17121, 2.72344, -2.53817], [-0.62929, -1.24706, 0.96003], [-1.69429, -1.79996, 0.72933], [-2.95739, -2.38486, 0.48903], [-3.88619, -1.72536, -0.33007], [-5.11349, -2.28916, -0.60537], [-5.45849, -3.52066, -0.06697], [-4.55519, -4.17966, 0.75383], [-3.32379, -3.62246, 1.03523], [-3.61119, -0.77036, -0.75747], [-5.81239, -1.77126, -1.25127], [-6.42189, -3.96346, -0.28677], [-4.81929, -5.14416, 1.17263], [-2.62529, -4.14616, 1.67493], [3.03271, 0.16714, -2.46787], [1.56011, -1.05886, -2.28087], [1.76861, -2.28096, -3.76997], [-0.11699, -0.17636, -2.65067], [1.61541, -1.91826, -0.63557], [2.92371, 0.78894, -3.35147], [3.97301, -0.36866, -2.55697], [3.09881, 0.81344, -1.59547], [1.71811, -1.75866, -4.72147], [0.99421, -3.04196, -3.76987], [2.72531, -2.79286, -3.73187], [-0.16209, 0.23564, -3.65667], [-0.29079, 0.63514, -1.93637], [-0.93729, -0.87956, -2.53867], [2.59061, -2.12826, -0.20727], [0.91081, -2.72316, -0.46147]],
  "mulliken_charge": [-0.147, -1.006, -0.370, -0.606, 0.996, -0.429, 0.280, 0.336, -0.286, -1.061, -0.129, -0.245, -0.288, -0.245, -1.168, -0.443, 0.547, 0.386, 0.585, 0.484, -0.157, 0.464, 0.398, 0.294, 0.438, 0.383, 0.408, -2.060, 1.820, 0.186, -0.352, -0.576, -0.401, -0.390, -0.520, 0.310, 0.354, 0.358, 0.351, 0.422, -1.041, 0.540, -1.212, -1.010, -0.971, 0.331, 0.389, 0.278, 0.293, 0.290, 0.292, 0.353, 0.353, 0.282, 0.417, 0.496]
}